Computed, not measured: the molecule CH3IO, with wB97M-V/def2-TZVPD.

Last columns: bonded neighbours and bond lengths (Å).
Cartesian coordinates (Å):
1 O 0.81 0.97 -0.15  C2 1.630, H4 1.027
2 C -0.05 -0.42 -0.22  O1 1.630, I3 2.173, H5 1.039, H6 1.096
3 I -2.18 -0.14 0.10  C2 2.173
4 H 0.90 1.30 0.82  O1 1.027
5 H 0.19 -0.72 -1.19  C2 1.039
6 H 0.32 -0.99 0.64  C2 1.096

Calculated values
Lowest unoccupied orbital energy (eV): 0.2
SMILES: OCI
Energy above the lowest of the compared OMol25 structures with the same formula, charge and spin (kJ/mol): 54.3
Kohn-Sham gap (eV): 10.1
Calculated total energy (hartree): -412.78573
Highest occupied orbital energy (eV): -9.82